Entry 1:
{"formula": "C7H16O3", "method": "the ωB97M-V functional and the def2-TZVPD basis", "max_force_ha_per_bohr": 0.0609, "homo_lumo_gap_ev": 9.30, "homo_energy_ha": -0.31547, "relative_energy_kj_mol": 135.5, "total_energy_ev": -13659.88177, "species": ["C", "O", "C", "C", "O", "O", "H", "H", "H", "H", "H", "H", "H", "H", "C", "C", "C", "C", "H", "H", "H", "H", "H", "H", "H", "H"], "positions_angstrom": [[1.26825, -0.14435, -2.10213], [0.79416, -0.29295, -0.74295], [1.82921, 0.11868, 0.23811], [1.71243, 1.60654, 0.55680], [1.51295, -0.57881, 1.38165], [3.13265, -0.22878, -0.14122], [2.23002, -0.64028, -2.27978], [0.50571, -0.65011, -2.69068], [1.32134, 0.90951, -2.39196], [0.71265, 1.79136, 0.93961], [2.44784, 1.87126, 1.31423], [1.87531, 2.19950, -0.34458], [1.52065, -1.52182, 1.18220], [3.62575, 0.55067, -0.42516], [-1.86509, 0.17819, -0.95908], [-2.01375, -0.33195, 0.26688], [-1.90871, 0.50395, 1.50245], [-2.24708, -1.79295, 0.48633], [-2.07925, -0.41363, -1.83476], [-1.78383, 1.24177, -1.12060], [-1.82898, 1.56274, 1.25794], [-2.78747, 0.36191, 2.12907], [-1.03958, 0.20111, 2.08496], [-2.96079, -1.96236, 1.32843], [-1.33755, -2.26058, 0.77544], [-2.63683, -2.27863, -0.41121]], "nbo_charge": [-0.2712, -0.5535, 0.7490, -0.6728, -0.7107, -0.7248, 0.1903, 0.1979, 0.1632, 0.2387, 0.2228, 0.2088, 0.4833, 0.4807, -0.4039, 0.0408, -0.6484, -0.6393, 0.1862, 0.1867, 0.2078, 0.2110, 0.2255, 0.2057, 0.2126, 0.2139]}

Entry 2:
{"formula": "C7H16O3", "method": "the ωB97M-V functional and the def2-TZVPD basis", "max_force_ha_per_bohr": 0.0309, "homo_lumo_gap_ev": 8.31, "homo_energy_ha": -0.28104, "relative_energy_kj_mol": 170.2, "total_energy_ev": -13659.52201, "species": ["C", "C", "C", "C", "C", "C", "C", "O", "H", "H", "H", "H", "H", "H", "H", "H", "H", "H", "H", "H", "O", "H", "H", "O", "H", "H"], "positions_angstrom": [[-1.14140, 3.15350, -0.72144], [-1.31534, 2.40835, 0.63804], [-0.81947, 0.99814, 0.52760], [0.44979, 0.60811, 0.55153], [0.87605, -0.74353, 0.16924], [1.99574, -1.39466, 0.47613], [3.08443, -0.91147, 1.39116], [2.21919, -2.67514, 0.04103], [-2.04644, 3.37186, -1.31621], [-0.53644, 2.50828, -1.35186], [-0.71844, 4.15034, -0.56556], [-0.84892, 3.02733, 1.40688], [-2.38567, 2.41395, 0.84544], [-1.60810, 0.25329, 0.40905], [1.29397, 1.29029, 0.64006], [0.07308, -1.39569, -0.18675], [3.62403, -0.05111, 0.96686], [3.83114, -1.67697, 1.62256], [2.66233, -0.58927, 2.33685], [1.39428, -3.08971, -0.25286], [-2.59020, -0.33999, -3.49833], [-2.25026, 0.18326, -4.22444], [-3.48305, -0.07318, -3.28000], [-0.76895, -3.61301, 0.80963], [-0.62769, -4.56105, 0.94775], [-0.36366, -3.25191, 1.61765]], "nbo_charge": [-0.6093, -0.4447, -0.1762, -0.2226, -0.3467, 0.3464, -0.6783, -0.6954, 0.2020, 0.2156, 0.2059, 0.2106, 0.2066, 0.1983, 0.1963, 0.2077, 0.2264, 0.2339, 0.2249, 0.4928, -0.9453, 0.4733, 0.4724, -0.9396, 0.4702, 0.4746]}

Entry 3:
{"formula": "C7H17BClNO", "method": "the ωB97M-V functional and the def2-TZVPD basis", "max_force_ha_per_bohr": 0.2159, "homo_lumo_gap_ev": 4.77, "homo_energy_ha": -0.23650, "total_energy_ev": -24264.65856, "species": ["C", "C", "B", "C", "Cl", "H", "H", "H", "H", "H", "C", "C", "C", "O", "C", "N", "H", "H", "H", "H", "H", "H", "H", "H", "H", "H", "H", "H"], "positions_angstrom": [[-2.44490, -0.08109, 0.85516], [-3.79137, -0.52168, 1.03286], [-5.34171, -1.14217, 0.87178], [-6.45504, 0.09092, 0.75237], [-5.41818, -2.32604, -0.60234], [-1.38095, 0.19069, 0.38671], [-5.57434, -1.72312, 1.88802], [-7.18526, -0.20776, -0.12580], [-5.95858, 1.12334, 0.42130], [-7.11495, 0.21736, 1.71181], [4.28200, -0.13627, -0.95985], [3.11715, 0.78795, -1.28872], [2.43043, 1.37575, -0.04599], [1.62458, 0.37519, 0.58813], [2.28118, -0.31811, 1.64858], [2.08742, -0.01164, -2.02893], [3.95284, -1.09445, -0.54886], [4.85860, -0.35720, -1.86420], [4.96046, 0.33311, -0.24010], [3.45275, 1.58710, -1.95930], [1.73888, 2.15934, -0.37482], [3.13923, 1.84603, 0.64443], [3.07522, 0.27331, 2.11217], [2.69014, -1.25566, 1.26507], [1.53584, -0.56531, 2.40952], [2.48114, -0.62178, -2.75061], [1.37787, 0.59442, -2.45942], [1.57953, -0.59220, -1.33895]], "nbo_charge": [-0.5426, -0.0648, 0.0123, -0.8721, -0.3223, 0.2158, -0.0421, 0.2115, 0.2000, 0.2055, -0.6434, -0.0727, -0.0867, -0.5480, -0.2570, -0.6807, 0.2264, 0.2281, 0.2516, 0.2268, 0.2084, 0.2132, 0.1783, 0.1663, 0.2306, 0.4411, 0.4484, 0.4682]}

Entry 4:
{"formula": "C7H17CrN2O9", "method": "the ωB97M-V functional and the def2-TZVPD basis", "max_force_ha_per_bohr": 0.0696, "homo_lumo_gap_ev": [5.50, 6.72], "s2": 6.0046, "homo_energy_ha": [-0.13135, -0.17802], "relative_energy_kj_mol": 9.4, "total_energy_ev": -57368.67830, "total_charge": -1, "multiplicity": 5, "species": ["Cr", "C", "C", "O", "O", "H", "H", "H", "C", "C", "O", "O", "H", "H", "H", "C", "C", "O", "O", "H", "H", "H", "C", "O", "N", "N", "H", "H", "H", "H", "O", "H", "H", "O", "H", "H"], "positions_angstrom": [[-0.58474, 0.87373, -0.13099], [2.12986, -0.55871, -3.02528], [0.80911, -1.11316, -2.46406], [0.12902, -0.35882, -1.69452], [0.41412, -2.18719, -2.92372], [2.94735, -1.15998, -2.63198], [2.26225, 0.52316, -2.94962], [2.04816, -0.65571, -4.11299], [-4.48255, -0.76846, 0.62864], [-3.39322, -0.80619, -0.45937], [-2.56498, 0.15852, -0.41513], [-3.38800, -1.75612, -1.24455], [-4.85848, -1.75111, 0.91482], [-5.29531, -0.14171, 0.24540], [-4.18871, -0.30947, 1.57851], [-0.56246, -2.23315, 2.95761], [0.44369, -1.26945, 2.31830], [1.55948, -1.09884, 2.85800], [0.09024, -0.77771, 1.19802], [-0.42083, -3.24297, 2.57708], [-1.59254, -1.97561, 2.69411], [-0.53577, -2.14657, 4.04663], [2.63840, 1.16187, -0.01475], [1.45892, 1.49577, -0.00126], [3.59890, 1.64880, -0.84440], [3.09590, 0.25287, 0.89607], [4.44084, 1.10663, -0.94713], [3.64326, 2.37456, -1.53237], [4.01330, -0.14377, 0.83333], [2.48228, -0.17967, 1.58759], [-0.93995, 2.50999, -1.47516], [-0.87989, 2.25651, -2.40845], [-1.08170, 3.46448, -1.47635], [-1.01020, 2.02483, 1.53779], [-0.48984, 2.57054, 2.13497], [-1.93589, 2.21209, 1.74519]], "nbo_charge": [1.3374, -0.7364, 0.7965, -0.8086, -0.6961, 0.2089, 0.1860, 0.2105, -0.7218, 0.7989, -0.8413, -0.6750, 0.2082, 0.2007, 0.1876, -0.7255, 0.7990, -0.7780, -0.8014, 0.2254, 0.2138, 0.1961, 0.8242, -0.6956, -0.8444, -0.8372, 0.3775, 0.4026, 0.3676, 0.4618, -0.9365, 0.5077, 0.4823, -0.9027, 0.5046, 0.5034]}